(1)
A structure of composition C35H31BCl2O4, computed with wB97M-V/def2-TZVPD.

Properties
electronic energy	-70698.9096	eV
highest occupied orbital energy	-5.13	eV
2S+1	1
LUMO	-0.73	eV

XYZ file:
```
73
Properties=species:S:1:pos:R:3:forces:R:3
Cl -0.42949 -1.86342 -6.48613 -0.10 -0.07 -0.29
Cl -5.44734 -4.98628 3.87984 -0.36 -0.73 0.47
O 1.58345 1.41246 -2.49538 0.72 0.19 1.18
O 2.61009 2.10083 -0.11962 -1.14 -0.81 0.29
O -1.47693 1.20702 1.64129 0.01 0.19 0.55
O 0.74543 -0.84307 1.47368 0.41 1.80 -1.05
C -0.02929 -2.41135 -3.87940 -0.18 0.42 0.36
C -2.97936 1.11206 3.44868 -0.94 -0.64 0.73
C -0.51474 -1.48107 -4.80282 -0.19 -0.04 0.39
C -0.28281 -0.75120 -2.13544 -0.24 0.51 0.50
C -3.47107 -4.42163 2.11136 -0.41 0.51 0.46
C 2.04681 0.87605 0.45914 2.05 1.46 0.28
C 1.15260 3.43820 -3.29906 0.45 -0.02 -0.63
C -1.12997 -0.29316 -4.39500 0.34 -0.29 0.99
C -3.12185 -2.20354 1.15318 -1.50 -0.63 0.74
C 4.41059 3.73050 0.54191 0.28 0.60 -0.15
C 2.05082 -1.41545 -0.38426 -0.65 1.54 -1.79
C -1.90954 1.84255 2.78185 1.63 1.11 -1.55
C 2.87528 0.57429 1.45427 1.42 -1.37 1.74
C -1.06518 -1.30855 0.02411 -3.05 -0.10 0.88
C 1.17026 -0.34393 0.13898 2.82 -0.45 0.98
C 1.99951 2.36005 -3.38209 -2.24 0.88 0.54
C 1.12096 -2.71184 2.90145 -0.10 -0.99 1.16
C 3.95645 1.47455 1.52856 -0.52 0.11 0.50
C 1.37290 -1.99686 1.67966 1.69 -1.70 -2.63
C -0.31837 3.07456 1.79125 0.49 0.19 -0.68
C -1.01835 0.03941 -3.02839 -0.43 0.55 -0.64
C 0.02702 -2.04939 -2.52124 0.28 -0.59 -0.74
C -1.22334 3.04420 2.89280 -0.53 -1.14 -0.09
C -2.70570 -3.54999 1.35655 -0.36 1.24 -0.32
C 3.17341 2.17603 -4.21454 0.83 0.09 -1.20
C -2.39061 -1.17807 0.41307 2.62 0.54 -1.95
C 3.68672 2.45349 0.63896 -0.27 -1.12 0.06
C -4.37346 -1.82135 1.74281 0.84 -0.13 -0.34
C 0.61579 1.98307 -1.67186 -0.64 0.45 -0.07
C -0.47389 1.93987 1.02136 -0.94 0.69 0.58
C 2.16525 -2.36954 0.56765 -1.42 -1.05 2.39
C 0.27724 3.17303 -2.20712 0.04 1.21 -0.21
C -4.60067 -3.98015 2.80558 0.19 1.59 -1.07
C -5.08050 -2.67564 2.59666 0.53 0.08 -0.43
C -0.11834 -0.30163 -0.63662 -2.38 -2.78 -1.46
B -0.04242 1.40344 -0.36642 0.35 1.36 -0.44
H -3.37766 1.62969 4.33351 0.25 -0.08 -0.32
H 0.19469 -2.41942 3.38120 -0.23 0.16 0.04
H -3.81381 0.96307 2.73751 0.31 0.02 0.37
H -2.94679 -0.26874 0.07839 0.52 -0.64 0.89
H -1.78858 -3.88777 0.88668 -0.12 -0.15 0.05
H 2.97132 2.64893 -5.19574 0.17 -0.29 0.40
H 2.44798 -1.29673 -1.39151 0.07 -0.26 0.49
H 4.59741 4.07800 -0.47922 -0.06 -0.08 0.15
H -1.36235 3.81383 3.64723 0.07 -0.33 -0.17
H 1.93618 -2.52800 3.60336 -0.02 -0.04 0.33
H 2.81375 -0.35110 2.04487 0.18 0.85 -0.34
H 0.25818 -2.83013 -1.78826 0.34 0.55 -0.31
H 5.35952 3.49747 1.03654 0.04 0.36 -0.26
H -1.56135 0.94169 -2.67477 0.77 -0.62 -0.29
H -0.65966 -2.32409 0.08429 0.33 0.51 0.34
H 0.27885 -3.41000 -4.20722 -0.12 0.50 0.12
H 3.41888 1.12873 -4.39445 0.04 0.06 0.13
H -0.48126 3.87001 -1.86590 0.11 -0.31 0.18
H 2.68046 -3.31115 0.49253 0.13 -0.09 0.06
H 1.07555 -3.79320 2.72880 0.07 0.16 0.06
H -5.99247 -2.31351 3.07485 0.28 -0.29 -0.08
H -2.63353 0.10461 3.76326 -0.19 0.52 -0.18
H -0.88592 0.66184 -0.67184 -3.34 -0.10 -0.88
H 4.04558 2.71172 -3.80111 -0.22 -0.42 -0.02
H 0.37892 3.86926 1.54713 -0.12 -0.12 0.14
H -3.22250 -5.45270 2.19879 0.42 -0.59 0.10
H -4.75377 -0.80547 1.51747 0.22 -0.75 0.30
H 3.96082 4.55587 1.12512 -0.08 -0.42 -0.36
H 1.14398 4.31611 -3.96986 0.13 -0.67 0.62
H -1.68077 0.34869 -5.09367 0.40 -0.35 0.33
H 4.76105 1.39393 2.23276 0.20 0.30 0.10
```
Positions in Å, forces in eV/Å.


(2)
A structure of composition C35H31GeIN2O4Pd, computed with wB97M-V/def2-TZVPD.

Properties
electronic energy	-116045.0676	eV
highest occupied orbital energy (alpha / beta)	-13.45 / -13.43	eV
charge	+2
energy above the lowest of the compared OMol25 structures with the same formula, charge and spin	18.5	kcal per mole
2S+1	5
⟨S²⟩	6.046
LUMO (alpha / beta)	-6.93 / -9.36	eV

XYZ file:
```
75
Properties=species:S:1:pos:R:3:forces:R:3
I 0.17230 0.61515 -3.41523 0.65 0.15 -0.04
Pd 0.03181 -1.41250 -1.75303 0.23 -0.17 0.06
Ge -1.78589 1.30241 0.70589 -0.40 1.05 0.17
O -4.12059 -1.54311 -0.75991 -0.49 -0.07 0.27
O -2.13883 -1.17808 -1.77120 -0.53 -0.37 -0.09
O 4.94526 -2.11210 1.29651 -0.08 0.00 -0.02
O 0.25295 -3.39719 -0.97828 -0.50 -0.05 0.21
N 1.80758 -5.64961 1.22179 0.17 -0.73 0.56
N 2.23033 -1.40956 -1.67891 -0.45 -0.27 0.38
C 0.86110 -5.07821 0.54413 -0.08 0.20 -0.42
C -4.00095 1.71043 -1.20089 -0.06 0.02 -0.46
C -4.13963 0.92318 4.22415 -0.02 -0.13 -0.07
C 2.92967 -0.40188 -2.37905 0.50 0.46 -0.35
C 2.82025 -2.00261 -0.69311 0.27 0.46 -0.34
C 2.44371 -3.24387 -0.04956 -0.21 -0.29 0.35
C -2.16876 -1.74106 0.56308 -0.46 0.06 0.42
C 1.14572 -3.85856 -0.23485 0.33 0.01 0.18
C -2.67417 2.02543 -0.92774 0.65 -0.74 0.79
C -1.16734 -0.64544 0.84389 -0.70 0.30 -0.64
C -4.59261 3.08963 3.27970 -0.05 0.00 -0.12
C -0.11738 2.32525 0.93417 -0.44 -0.44 0.03
C -3.81890 2.82349 -3.32626 -0.03 0.07 -0.14
C -4.78871 2.14694 4.27936 -0.08 0.01 0.04
C -0.51313 -5.64145 0.55140 0.05 -0.07 -0.04
C 2.29409 0.54514 -3.18779 -0.55 -0.09 0.09
C 5.04318 0.58918 -3.07198 0.02 0.09 -0.03
C 2.15206 3.84344 1.49073 0.06 0.02 -0.01
C 2.99225 1.50891 -3.89093 -0.08 0.05 -0.01
C -3.10283 1.57657 2.14969 0.68 -0.43 -0.45
C -3.76715 2.79846 2.20315 -0.01 0.01 0.10
C 0.91726 4.46366 1.35865 -0.06 0.04 -0.07
C 2.25917 2.46906 1.34095 0.03 -0.03 -0.10
C -3.29962 0.63561 3.15607 -0.03 0.19 0.17
C -0.21156 3.70953 1.07491 0.07 -0.06 0.07
C -4.56362 2.08549 -2.41696 -0.06 -0.01 0.31
C 4.83663 -3.44213 0.82203 -0.05 -0.01 0.11
C 3.39693 -3.91907 0.71244 0.06 0.66 -0.40
C 3.04367 -5.15103 1.28320 -0.49 -0.03 -0.20
C -1.94317 2.80623 -1.81643 -0.20 -0.05 -0.37
C 4.37531 1.54521 -3.82195 -0.01 -0.03 0.00
C -2.90385 -1.45962 -0.82688 1.80 0.27 -0.54
C 4.33456 -0.37287 -2.38162 -0.23 -0.14 0.13
C 1.12825 1.71495 1.05498 0.01 0.08 0.01
C -2.51965 3.20035 -3.02294 0.15 0.08 0.18
H 3.21979 1.98267 1.45440 0.02 0.02 -0.02
H -3.64431 3.52571 1.40832 0.01 0.02 0.02
H -5.08763 4.05045 3.32955 -0.05 -0.03 0.01
H -4.60905 1.18088 -0.48021 0.01 -0.11 0.07
H -2.92092 -1.84348 1.34109 0.09 0.01 0.10
H 5.28408 -3.46989 -0.17517 0.05 -0.04 0.04
H -5.58773 1.81224 -2.63608 0.00 0.07 -0.04
H -0.87424 -5.77446 -0.47023 -0.02 0.05 0.00
H -1.20992 -4.96985 1.05960 0.01 0.02 -0.01
H 3.03309 4.43435 1.70349 -0.01 -0.01 0.05
H 4.88075 -1.14417 -1.85617 0.05 0.02 -0.03
H 6.12380 0.57810 -3.04002 0.00 0.00 0.00
H 5.13277 -2.10432 2.24047 0.01 -0.02 0.01
H 3.72641 -1.55912 -0.28926 0.10 -0.08 -0.18
H 3.77827 -5.76785 1.78824 0.04 0.06 0.01
H -1.17267 4.20133 0.97414 0.01 0.03 0.04
H -0.93287 3.11753 -1.57811 0.02 -0.06 0.01
H -0.79846 -0.73498 1.86690 0.09 -0.06 0.00
H -4.26626 3.13577 -4.26108 0.01 -0.04 -0.01
H -4.28531 0.19105 5.00766 -0.05 0.01 0.00
H 2.45709 2.22675 -4.49773 0.04 0.03 0.00
H -0.28652 -0.74034 0.17035 0.23 0.10 0.12
H -1.69373 -2.70809 0.37921 -0.22 -0.11 -0.09
H 1.23258 0.64034 0.93574 0.02 -0.01 0.09
H 4.91847 2.30051 -4.37253 0.02 -0.02 0.00
H -2.79114 -0.32210 3.13380 0.04 0.01 0.04
H -5.46913 2.35920 5.09332 0.08 0.04 0.05
H -0.50712 -6.59737 1.06610 0.00 0.01 0.03
H -1.94652 3.80794 -3.71306 -0.08 0.04 -0.02
H 5.39251 -4.13767 1.45082 0.04 -0.01 -0.05
H 0.82824 5.53510 1.48111 0.04 0.00 -0.01
```
Positions in Å, forces in eV/Å.


(3)
A structure of composition C35H31N6OPt, computed with wB97M-V/def2-TZVPD.

Properties
electronic energy	-51031.2263	eV
highest occupied orbital energy	-10.62	eV
charge	+1
energy above the lowest of the compared OMol25 structures with the same formula, charge and spin	0.0	kcal per mole
2S+1	1
LUMO	-3.33	eV

XYZ file:
```
74
Properties=species:S:1:pos:R:3:forces:R:3
Pt -0.96753 -0.15473 -0.72921 0.11 -0.05 -0.02
O 2.34495 -1.77523 2.93938 -0.04 -0.02 -0.03
N -1.41956 -0.05317 1.26068 -0.05 0.07 0.01
N -0.44376 -2.11130 -0.05483 -0.02 -0.03 -0.08
N 3.45558 -2.10594 0.99187 -0.10 -0.02 -0.08
N 2.40183 -1.40097 -2.47504 0.04 -0.03 0.00
N -0.41379 -0.26112 -2.71633 -0.07 -0.06 0.04
N 2.64390 0.00319 1.53297 -0.05 0.03 -0.04
C -3.03894 -1.68122 -4.94784 0.00 -0.01 0.00
C -2.59063 0.58969 -3.36322 -0.01 0.02 0.00
C -2.18047 1.06275 3.22085 0.01 -0.04 0.05
C -1.69853 0.03382 4.00940 -0.02 0.04 -0.03
C 4.44221 -2.72525 -1.13043 -0.02 0.00 -0.03
C 1.17202 2.06424 4.25921 0.01 -0.01 -0.02
C -1.24401 2.85079 -0.65213 -0.02 -0.05 -0.05
C 2.75741 -1.30344 1.89489 0.10 0.00 0.08
C 3.46009 -2.04601 -0.41636 0.02 0.04 0.03
C 0.79836 3.21039 3.56772 0.00 0.00 0.01
C -1.66526 4.09472 -1.10396 0.01 0.01 0.00
C 3.34423 -2.06086 -3.14584 -0.02 0.00 -0.02
C 1.04615 3.24805 2.19848 -0.01 0.00 0.01
C 1.62406 2.17351 1.54518 0.02 -0.01 -0.01
C -3.78070 0.42811 -4.06238 -0.01 0.02 -0.01
C -1.09953 -1.05463 3.39896 0.03 0.02 -0.01
C -1.83929 -1.53942 -4.26243 0.01 -0.01 -0.01
C -0.08956 -3.14610 -0.81931 0.00 0.01 0.01
C -2.01884 0.98529 1.85108 0.01 -0.02 -0.03
C -2.41317 4.18974 -2.26642 -0.01 0.00 0.00
C 0.30185 -4.35841 -0.28811 0.01 0.00 0.04
C -0.45312 -2.24792 1.27914 0.00 0.04 0.06
C 1.99354 1.03552 2.25536 0.03 -0.01 0.03
C 4.37976 -2.73129 -2.51179 0.03 -0.01 0.01
C 2.47221 -1.38840 -1.14593 -0.01 -0.02 0.12
C 1.77023 0.98307 3.62599 0.00 0.01 0.01
C -0.98539 -1.08235 2.02141 0.01 -0.04 -0.03
C -4.00783 -0.69694 -4.84446 0.00 0.01 0.01
C -2.71583 3.03964 -2.97657 0.00 0.01 0.01
C -0.04157 -3.42567 1.88532 -0.01 0.02 0.03
C -1.55704 1.67368 -1.33383 -0.04 0.05 0.06
C -1.63500 -0.41897 -3.48225 0.01 -0.03 -0.04
C 0.34261 -4.49091 1.09240 0.01 -0.01 -0.07
C 0.14146 4.36788 4.26815 0.00 0.01 0.00
C -2.29226 1.78707 -2.53248 0.00 -0.01 0.00
H -0.94494 4.33235 4.15475 0.00 -0.01 0.00
H 2.07249 0.11476 4.18922 0.00 -0.01 0.00
H 3.13055 0.29479 0.70069 -0.01 0.00 0.00
H -4.54877 1.18590 -3.97578 0.00 0.00 0.00
H -1.79038 0.07192 5.08626 0.00 0.00 0.00
H -0.01224 -3.51042 2.95979 0.00 0.00 0.01
H -1.06458 -2.29373 -4.34705 0.00 0.00 0.00
H 5.23595 -3.24268 -0.60586 0.00 0.00 0.00
H -0.65837 2.79253 0.25664 0.01 0.03 -0.02
H -2.67072 1.92443 3.65044 0.00 0.00 -0.01
H 0.29913 -0.96252 -2.92913 0.01 0.03 0.03
H -2.37169 1.76388 1.19259 -0.01 -0.01 0.02
H -2.74521 5.15348 -2.62861 0.00 0.00 0.00
H 1.79995 2.21887 0.47554 0.00 0.01 0.00
H 1.01415 2.01723 5.33085 0.00 0.00 0.00
H 0.36224 4.36092 5.33468 0.00 0.00 0.00
H 3.26533 -2.05694 -4.22593 -0.01 0.00 0.00
H -3.20994 -2.55646 -5.55954 0.00 0.00 0.00
H -1.40170 4.98937 -0.55308 -0.01 -0.01 0.01
H 0.01537 0.63581 -2.94166 0.00 0.00 0.01
H -3.27017 3.11582 -3.90396 0.01 0.00 0.00
H 5.12692 -3.25046 -3.09553 0.00 0.00 0.00
H 0.66159 -5.41872 1.54771 0.00 0.00 0.00
H 0.47763 5.32008 3.85841 0.00 0.00 0.00
H 1.68334 -0.85818 -0.62422 0.01 0.03 -0.08
H 0.78587 4.13498 1.63183 0.01 0.00 0.00
H 3.65868 -3.00777 1.39560 0.02 0.01 0.00
H -0.70820 -1.86583 3.99238 -0.01 -0.02 0.00
H -4.94657 -0.80418 -5.37059 0.00 0.00 0.00
H -0.11932 -2.98774 -1.88887 -0.01 0.01 0.00
H 0.57281 -5.17239 -0.94488 0.00 0.00 0.00
```
Positions in Å, forces in eV/Å.


The highest electronic energy belongs to which entry?
C35H31N6OPt


Among the records above, which one has the highest electronic energy?
C35H31N6OPt


The highest 2S+1 belongs to which entry?
C35H31GeIN2O4Pd